(i)
67
Properties=species:S:1:pos:R:3:nbo_charge:R:1 method="wB97M-V/def2-TZVPD" gap_ev=5.88 charge=+2
Zr 0.586 -0.574 -0.016 2.587
O 1.045 3.208 -0.594 -0.646
C 1.534 2.142 -0.272 0.847
O 1.466 1.055 -1.016 -0.882
C 2.319 1.972 1.029 -0.363
C 3.342 0.832 0.839 0.110
C 4.379 0.809 1.948 -0.438
C 3.563 0.275 3.156 -0.421
C 2.184 0.086 2.551 0.105
O 2.496 -0.352 1.158 -0.636
C 1.509 1.459 2.281 -0.359
C 0.002 1.227 2.171 0.794
O -0.705 1.293 3.127 -0.494
O -0.425 0.857 0.941 -0.898
H 2.792 2.921 1.267 0.275
H 3.728 0.716 -0.166 0.236
H 4.795 1.800 2.115 0.244
H 5.196 0.139 1.693 0.245
H 3.529 0.965 3.996 0.245
H 3.955 -0.674 3.514 0.246
H 1.555 -0.666 3.013 0.264
H 1.655 2.122 3.128 0.279
O -4.051 -2.925 1.871 -0.654
C -3.217 -2.896 2.911 0.479
C -3.756 -3.196 4.163 -0.297
C -2.964 -3.180 5.286 -0.107
C -1.599 -2.864 5.205 -0.249
C -1.057 -2.558 3.989 -0.115
C -1.844 -2.562 2.816 -0.293
C -1.231 -2.214 1.571 0.641
O 0.042 -1.838 1.533 -0.861
N -1.913 -2.292 0.428 -0.432
N -1.084 -1.967 -0.594 -0.368
C -1.268 -2.387 -1.785 0.110
C -0.162 -2.133 -2.708 0.166
C -0.205 -2.494 -4.039 -0.207
C 0.920 -2.293 -4.830 -0.098
C 2.047 -1.719 -4.265 -0.235
C 2.004 -1.353 -2.932 0.109
N 0.935 -1.560 -2.158 -0.586
H -3.562 -2.730 1.050 0.506
H -4.808 -3.441 4.213 0.244
H -3.401 -3.420 6.246 0.235
H -0.985 -2.866 6.095 0.233
H -0.006 -2.321 3.904 0.213
H -2.141 -2.962 -2.075 0.237
H -1.102 -2.947 -4.441 0.252
H 0.915 -2.586 -5.871 0.255
H 2.944 -1.554 -4.844 0.258
H 2.855 -0.875 -2.465 0.222
N -0.998 3.989 -2.561 -0.525
C -2.259 3.520 -1.897 -0.240
C -2.004 2.102 -1.404 -0.261
N -1.505 1.172 -2.422 -0.625
C -0.503 1.726 -3.341 -0.263
C -0.761 3.162 -3.788 -0.240
H -0.204 3.841 -1.900 0.478
H -1.054 4.979 -2.795 0.441
H -3.063 3.592 -2.628 0.222
H -2.481 4.172 -1.054 0.246
H -2.914 1.693 -0.969 0.245
H -1.277 2.176 -0.600 0.231
H -2.277 0.798 -2.962 0.378
H -0.446 1.086 -4.221 0.228
H 0.472 1.701 -2.853 0.230
H -1.639 3.262 -4.424 0.222
H 0.108 3.549 -4.318 0.241



(ii)
67
Properties=species:S:1:pos:R:3:nbo_charge:R:1 method="wB97M-V/def2-TZVPD" gap_ev=6.41 charge=+2
Zr -0.090 0.545 0.313 2.412
O -0.925 3.010 2.901 -0.517
C -0.120 2.305 2.384 0.808
O 0.210 2.338 1.064 -0.888
C 0.680 1.223 3.149 -0.382
C 1.978 0.805 2.406 0.112
C 2.922 0.050 3.315 -0.423
C 2.169 -1.288 3.538 -0.435
C 0.939 -1.145 2.658 0.104
O 1.457 -0.301 1.522 -0.646
C -0.086 -0.169 3.289 -0.346
C -1.441 -0.353 2.552 0.797
O -2.142 -1.273 2.833 -0.517
O -1.667 0.514 1.538 -0.880
H 0.902 1.638 4.128 0.282
H 2.426 1.575 1.796 0.243
H 3.104 0.604 4.233 0.246
H 3.874 -0.113 2.818 0.240
H 1.871 -1.445 4.573 0.246
H 2.767 -2.139 3.224 0.248
H 0.519 -2.069 2.279 0.265
H -0.277 -0.429 4.324 0.284
O 1.896 -4.318 -1.572 -0.645
C 0.936 -4.569 -0.677 0.387
C 0.827 -5.887 -0.230 -0.275
C -0.130 -6.229 0.694 -0.117
C -1.030 -5.278 1.199 -0.252
C -0.952 -3.985 0.753 -0.158
C 0.034 -3.597 -0.182 -0.230
C 0.111 -2.203 -0.546 0.610
O -0.779 -1.337 -0.078 -0.854
N 1.120 -1.775 -1.287 -0.448
N 1.160 -0.401 -1.316 -0.380
C 2.109 0.168 -1.946 0.135
C 2.142 1.639 -1.926 0.121
C 3.235 2.341 -2.392 -0.202
C 3.218 3.726 -2.302 -0.114
C 2.109 4.343 -1.751 -0.230
C 1.059 3.556 -1.306 0.091
N 1.052 2.227 -1.398 -0.497
H 1.888 -3.359 -1.779 0.506
H 1.516 -6.619 -0.632 0.246
H -0.189 -7.255 1.036 0.234
H -1.776 -5.562 1.928 0.236
H -1.641 -3.236 1.125 0.240
H 2.862 -0.415 -2.467 0.229
H 4.083 1.810 -2.808 0.249
H 4.061 4.309 -2.649 0.252
H 2.054 5.418 -1.652 0.253
H 0.196 4.013 -0.839 0.216
N -3.832 2.233 -2.905 -0.494
C -3.984 2.304 -1.402 -0.239
C -2.613 2.274 -0.759 -0.252
N -1.839 1.068 -1.155 -0.682
C -1.708 0.991 -2.623 -0.247
C -3.059 1.003 -3.319 -0.239
H -3.339 3.067 -3.232 0.434
H -4.748 2.247 -3.356 0.453
H -4.579 1.439 -1.109 0.238
H -4.533 3.209 -1.155 0.259
H -2.730 2.298 0.321 0.291
H -2.032 3.152 -1.047 0.216
H -2.339 0.241 -0.820 0.426
H -1.186 0.077 -2.897 0.261
H -1.094 1.831 -2.949 0.226
H -3.666 0.146 -3.028 0.237
H -2.957 1.012 -4.401 0.256



Which of them is least stable? Easy: (ii).